Computed, not measured: 8 unconnected molecules or ions with the total composition C45H65IN3O22 at a distorted geometry, with the ωB97M-V functional and the def2-TZVPD basis.

Output
LUMO energy	-1.86	eV
DFT total energy	-3870.7785	a.u.
gap between HOMO and LUMO	9.47	eV

ORCA input file:
```
! RIJCOSX wB97M-V def2-TZVPD def2/J DEFGRID3
* xyz 1 1
I 1.606 1.613 -5.461
O -4.389 0.244 7.327
O -3.775 -0.387 0.137
O -5.888 3.633 -5.466
O -4.458 -1.363 -1.772
O 0.509 3.043 -3.151
O 6.846 3.474 -2.549
O -4.767 -0.159 5.167
O -0.962 -8.392 2.180
O 7.907 8.141 -5.949
O -7.956 3.975 -4.700
O -6.441 -0.409 6.659
O -0.153 -1.931 10.536
O 6.012 2.157 -0.933
O 4.703 3.664 -1.984
O -1.021 -6.141 2.173
O 6.151 8.070 -4.538
O -2.034 -1.897 11.782
O -5.855 -0.043 -0.650
O 0.939 -7.244 2.072
O -2.004 -0.876 9.801
O 8.255 8.239 -3.751
O -7.653 2.841 -6.626
N -0.388 -1.807 2.735
N 1.502 0.098 -1.947
N -0.162 -1.966 -0.599
C -1.282 -1.601 10.696
C -3.373 -0.910 10.228
C 9.291 8.519 -5.776
C -0.694 -1.058 -1.691
C 0.067 -3.313 -1.176
C 0.429 1.982 -3.667
C 1.314 -8.618 2.331
C 5.060 -1.615 -0.751
C -0.450 0.847 -3.191
C -7.212 3.427 -5.696
C 7.322 8.144 -4.729
C -5.316 -0.134 6.408
C 2.599 -8.994 1.611
C 1.086 -1.409 0.033
C -6.465 -0.299 -1.927
C 5.007 4.811 -2.824
C -7.057 4.345 -3.650
C -3.239 -1.102 11.719
C 2.098 -0.810 -0.948
C 3.174 -0.110 -0.076
C -0.836 -2.541 1.809
C -3.109 0.228 6.680
C 1.201 -4.718 -2.765
C -5.766 -1.561 -2.370
C 0.054 0.257 -1.850
C 0.072 -9.339 1.866
C 0.587 -5.856 -2.240
C 4.589 -0.389 -0.545
C -3.479 0.487 5.239
C 3.844 5.188 -3.721
C -1.243 -1.960 0.471
C -5.770 4.594 -4.398
C -5.672 -1.766 -3.874
C -2.513 -0.079 4.210
C 6.235 4.312 -3.542
C -4.407 -1.803 12.395
C 0.946 -3.477 -2.244
C 9.538 8.047 -4.363
C -4.497 4.379 -3.593
C 10.179 7.893 -6.840
C -0.406 -7.164 2.148
C -0.309 -5.684 -1.209
C 5.862 3.019 -1.746
C -0.570 -4.424 -0.682
C -4.623 -0.579 -0.682
H 10.793 8.653 -7.321
H -4.885 -1.142 13.117
H 6.911 5.112 -3.835
H -0.206 -2.400 3.545
H -6.260 0.553 -2.580
H 3.311 -9.438 2.304
H -3.851 3.645 -4.074
H 3.067 -8.117 1.167
H -6.989 3.507 -2.950
H 5.961 -1.748 -1.337
H 0.804 -6.842 -2.626
H -2.064 0.723 3.626
H 3.623 6.249 -3.621
H -7.420 5.224 -3.123
H 1.966 0.989 -1.813
H -4.711 4.040 -2.578
H -0.101 -10.278 2.384
H -6.207 -2.438 -1.893
H -1.492 -0.916 0.647
H -1.694 -0.621 4.680
H -2.134 -2.431 0.067
H 1.587 -2.241 0.523
H -3.026 -0.154 12.217
H -1.273 -4.377 0.134
H 1.897 -4.854 -3.584
H -5.174 -2.096 11.677
H -0.210 1.002 -1.087
H -2.459 0.991 7.102
H 4.070 5.011 -4.773
H 1.451 -2.636 -2.706
H -4.636 -1.878 -4.189
H -4.072 -2.692 12.925
H 5.253 0.459 -0.741
H -0.799 -6.554 -0.789
H -2.657 -0.755 6.835
H -1.729 -0.800 -1.468
H 5.997 3.699 -4.414
H -0.988 -3.612 1.975
H -7.539 -0.423 -1.822
H -6.212 -2.662 -4.172
H 9.580 7.409 -7.610
H 2.943 4.631 -3.469
H 10.860 7.155 -6.417
H 9.791 6.985 -4.311
H 3.090 -0.520 0.938
H -3.021 -0.751 3.521
H -0.703 -1.574 -2.647
H 2.423 -9.728 0.823
H 5.253 5.638 -2.156
H -1.477 1.214 -3.125
H -3.643 1.552 5.064
H 0.833 -0.647 0.768
H 10.299 8.624 -3.843
H -6.111 -0.934 -4.425
H 3.014 0.969 -0.016
H 1.440 -8.718 3.411
H 9.336 9.609 -5.836
H 2.638 -1.603 -1.463
H 4.558 -2.508 -0.383
H -3.938 5.309 -3.503
H -3.880 0.011 9.955
H -0.412 0.059 -3.944
H 0.062 -9.513 0.787
H -5.768 5.587 -4.852
H -3.865 -1.751 9.734
*
```

---

Computed, not measured: a molecular structure, C45H68N2O5STi, with the ωB97M-V functional and the def2-TZVPD basis.

Output
expectation value of S²	2.05
LUMO energy (spin up / spin down)	4.35 / 4.35	eV
DFT total energy	-3489.0465	a.u.
ΔE to the lowest compared entry with this formula, charge and spin	0.0	kcal per mole
gap between HOMO and LUMO (spin up / spin down)	4.31 / 6.72	eV

ORCA input file:
```
! RIJCOSX wB97M-V def2-TZVPD def2/J DEFGRID3
* xyz -2 3
Ti 0.922 0.425 -0.817
S -2.729 2.547 -0.144
O 2.551 -0.218 -1.521
O 2.891 6.392 1.458
O -0.111 0.662 -2.069
O 0.165 0.546 0.981
O 1.567 2.252 -0.519
N -1.685 -1.854 -0.118
N 1.154 -2.323 0.138
C -1.907 4.147 0.083
C -0.902 -2.104 -1.146
C 1.619 3.009 0.554
C -3.696 -1.731 1.086
C 0.030 0.853 3.347
C 3.139 -0.932 1.622
C 1.250 3.494 2.914
C 0.490 -5.320 0.097
C 3.096 -1.313 3.106
C -3.778 -1.058 -1.262
C 1.841 4.740 2.774
C 2.727 -4.142 -0.418
C -5.065 -1.557 1.177
C 2.396 -0.626 -3.883
C 2.210 4.271 0.439
C -3.454 -1.589 3.616
C -2.863 -2.091 2.301
C 0.448 1.346 1.991
C 3.271 -0.151 -2.718
C 2.316 5.132 1.532
C 3.465 -2.160 0.795
C 0.476 -2.364 -1.003
C 2.425 -2.870 0.137
C 3.705 1.298 -2.959
C -3.921 2.690 2.405
C 4.496 -1.055 -2.586
C -2.818 2.028 1.584
C -2.607 -3.598 2.370
C -5.322 2.294 1.958
C -3.141 -0.679 -2.590
C 1.294 -5.229 -2.299
C 1.710 -5.215 -0.822
C 4.076 0.250 1.389
C -3.722 0.599 -3.201
C 3.283 6.827 0.181
C -0.797 4.053 -2.208
C -5.814 -1.169 0.071
C -1.721 4.824 -1.270
C -3.022 -1.562 -0.166
C -5.153 -0.898 -1.115
C -3.267 -1.821 -3.607
C 4.767 -2.618 0.729
C 1.095 2.590 1.831
C 5.090 -3.794 0.061
C 4.063 -4.550 -0.469
H -5.727 -0.533 -1.959
H -2.735 -1.744 4.425
H -2.126 -3.934 1.453
H 5.074 -1.075 -3.515
H 0.844 -6.195 -2.547
H -2.706 4.959 -1.732
H 5.137 -0.700 -1.776
H 4.319 1.384 -3.861
H -0.938 3.974 0.559
H 1.933 5.416 3.616
H 0.198 3.955 -1.774
H -3.092 0.917 -4.036
H -3.777 2.416 3.457
H 5.554 -2.042 1.205
H -5.470 1.217 2.056
H -1.147 3.034 -2.386
H 2.918 -0.523 -4.839
H 6.118 -4.133 -0.003
H -4.735 0.449 -3.588
H -0.212 -4.503 -0.054
H 2.130 -0.622 1.361
H -3.745 1.407 -2.470
H -1.316 5.827 -1.092
H 5.094 0.042 1.736
H -1.892 -1.614 2.143
H -0.756 1.470 3.804
H 1.011 -2.592 -1.926
H 0.872 3.207 3.887
H -0.710 4.565 -3.171
H -6.886 -1.030 0.149
H 1.472 -0.045 -3.899
H 0.794 -5.304 1.146
H -2.511 4.778 0.740
H 3.658 7.843 0.301
H 2.822 1.933 -3.059
H -4.370 -2.123 3.888
H -3.550 -4.141 2.500
H 2.832 -0.447 3.717
H 0.870 0.841 4.052
H 2.442 6.833 -0.521
H 3.711 1.126 1.933
H -1.254 -2.149 -2.173
H -4.319 -1.963 -3.876
H 2.159 -5.077 -2.949
H -2.901 -2.768 -3.208
H 4.077 6.200 -0.239
H -0.032 -6.262 -0.098
H 4.276 1.657 -2.100
H 2.133 -1.677 -3.740
H -6.089 2.805 2.547
H -2.709 -1.593 -4.520
H 4.288 -5.516 -0.913
H -1.838 2.225 2.015
H -2.948 0.943 1.554
H 2.355 -2.096 3.278
H -0.352 -0.161 3.238
H 0.559 -4.456 -2.520
H -5.562 -1.702 2.129
H 2.590 4.530 -0.540
H -3.805 3.777 2.351
H 4.072 -1.684 3.436
H -3.686 -0.521 3.568
H -2.086 -0.464 -2.408
H 4.182 -2.072 -2.335
H 4.105 0.501 0.328
H -1.949 -3.843 3.210
H -5.468 2.545 0.906
H 2.267 -6.148 -0.676
*
```